1.
The following is a quantum chemistry calculation of a molecular structure, C30H32BCuIN5O4S, from the Open Molecules 2025 dataset.

Results
Net charge: -2
Energy (eV): -111527.3624
Lowest unoccupied orbital energy (eV): 3.7
Maximum force (eV Å⁻¹): 0.4

Each line ends with the natural charge from an NBO analysis.
CARTESIAN COORDINATES (ANGSTROEM)
I 2.7484 4.0183 4.8868  0.052
Cu 0.2616 0.3801 0.0997  0.885
S -0.9467 -2.4833 -1.2362  0.217
O 4.0073 1.3030 -1.5201  -0.738
O -1.3987 0.7874 -1.0505  -0.859
O 1.8161 0.8693 -1.2690  -0.824
O -1.3397 3.0163 -0.8440  -0.713
N 1.6124 -0.9778 2.5249  -0.290
N -2.9250 -0.2871 -2.9140  -0.682
N 1.3503 -0.9961 1.2021  -0.400
N -1.0719 0.6190 2.1926  -0.329
N -0.2679 0.6227 3.2729  -0.315
C 2.9252 1.3592 -0.9235  0.761
C 3.9735 2.5255 2.5563  -0.272
C -1.4632 2.4792 3.3934  -0.393
C -1.5052 -2.5225 -5.5113  -0.044
C -0.2840 -2.6742 -6.3792  -0.631
C -3.0613 1.0063 -3.3864  0.203
C 2.8285 3.1935 2.9601  -0.170
C 1.7695 2.7350 0.8708  -0.222
C -3.7824 -2.3194 -3.9180  -0.233
C -0.5450 -0.4274 -4.4332  -0.677
C -3.6496 -3.3853 -4.7938  -0.220
C -2.7629 3.3829 -3.1634  -0.164
C 2.7893 -1.5680 2.7582  -0.036
C -3.4462 3.6165 -4.3469  -0.298
C -0.4864 1.7186 4.0130  -0.038
C 3.3294 -1.9923 1.5560  -0.380
C -3.9314 2.5281 -5.0608  -0.202
C 2.9045 2.0534 0.4411  -0.113
C -1.6295 -1.4517 -4.6190  0.072
C 4.0072 1.9743 1.2839  -0.179
C 1.7287 3.3217 2.1289  -0.187
C -1.6906 1.9767 -1.4071  0.773
C -1.3635 -4.1956 -1.5916  -0.754
C -3.7453 1.2420 -4.5879  -0.295
C -1.5656 -2.3857 0.4499  -0.753
C -2.5479 2.1033 -2.6656  -0.148
C -1.7813 1.7395 2.2454  -0.053
C -2.5184 -3.4749 -5.5890  -0.242
C -2.7890 -1.3559 -3.8378  0.163
C 2.3793 -1.5976 0.6118  -0.047
B 0.6032 -0.5919 3.6652  0.210
H -1.8492 3.4367 3.6997  0.205
H -1.1313 -4.3892 -2.6390  0.221
H -0.9803 -3.0158 1.1195  0.212
H -3.5853 4.6273 -4.7116  0.192
H -4.4214 -4.1432 -4.8536  0.195
H -0.3731 -3.5584 -7.0119  0.198
H -4.6486 -2.2127 -3.2783  0.215
H -0.3655 -0.2465 -3.3721  0.270
H 4.8200 2.4335 3.2245  0.205
H -0.7898 -4.8846 -0.9688  0.200
H 0.9078 2.8305 0.2149  0.263
H -0.1382 -1.8071 -7.0259  0.213
H 0.6243 -2.7784 -5.7831  0.221
H 4.2764 -2.4757 1.3882  0.205
H -2.4300 -4.3787 -1.4441  0.200
H -4.4626 2.6779 -5.9949  0.189
H 3.1582 -1.6422 3.7677  0.203
H -0.8281 0.5348 -4.8684  0.228
H -2.4510 1.9808 1.4364  0.217
H -4.1321 0.3960 -5.1425  0.207
H 4.8867 1.4554 0.9232  0.227
H 2.3964 -1.6671 -0.4628  0.228
H -0.0940 -1.5549 3.9331  -0.077
H 1.2754 -0.2541 4.6206  -0.073
H -1.4615 -1.3554 0.7925  0.281
H 0.3938 -0.7379 -4.8843  0.210
H 0.8380 3.8379 2.4536  0.220
H -2.6181 -2.6731 0.4805  0.193
H -2.3431 4.1944 -2.5819  0.235
H 0.0874 1.8871 4.9087  0.210
H -2.3098 -0.3227 -2.0916  0.464
H -2.4073 -4.3049 -6.2784  0.190


2.
The following is a quantum chemistry calculation of a molecular structure, C30H32BaN9S3Si, from the Open Molecules 2025 dataset.

Results
Net charge: -1
Relative energy (zero: lowest compared OMol25 entry of this formula, charge and spin) (kcal/mol): 25.93
Energy (eV): -86124.6445
Lowest unoccupied orbital energy (eV): 1.8
Maximum force (eV Å⁻¹): 0.4

Each line ends with the Löwdin charge.
CARTESIAN COORDINATES (ANGSTROEM)
Ba -0.1530 -0.4447 -0.2373  1.646
S -3.3273 -1.1002 0.0185  0.371
S -6.9245 -3.2724 -3.9183  0.522
S -5.7302 -2.2252 -1.3752  0.946
Si 2.0991 -0.7775 -3.2281  0.312
N 1.6587 0.3966 -2.0941  -0.254
N -1.5996 1.4940 -1.4292  -0.051
N -0.6844 2.0242 1.1017  0.060
N -0.5753 5.8600 2.2981  0.156
N 0.3002 1.4623 3.1159  0.204
N -0.1085 3.6620 2.7373  0.172
N -4.4248 -2.2823 -3.5061  -0.162
N -3.5148 -1.8119 -2.5752  -0.008
N -1.1664 4.3081 0.7195  0.174
C 0.9756 -2.4261 1.7132  -0.372
C -2.1555 -2.9686 -6.3244  -0.086
C 2.1227 2.5884 -3.1079  -0.055
C -2.1251 1.1890 -2.6062  -0.149
C 2.0005 -1.2167 3.3415  -0.210
C -4.7030 -1.9349 -5.9089  -0.050
C -5.6633 -2.5984 -3.0758  -1.126
C 1.9697 2.3539 -0.7365  -0.096
C -0.6122 4.5657 1.9118  -0.463
C 0.5394 -1.5799 -3.9594  -0.193
C -2.3690 3.7326 -1.6970  0.002
C -2.9104 -2.5311 -7.4021  -0.099
C 2.1876 3.7101 -0.5790  -0.120
C 2.3869 4.5273 -1.6847  -0.136
C -3.9455 -2.3877 -4.8370  -0.219
C 2.3525 3.9428 -2.9458  -0.119
C -0.1818 2.3965 2.3008  -0.444
C -1.7242 2.7354 -0.9731  -0.212
C -4.0440 -1.7009 -1.3970  -1.191
C -2.6711 -2.9000 -5.0399  -0.021
C -2.9051 3.4121 -2.9332  -0.049
C -4.1810 -2.0142 -7.1897  -0.086
C 0.7062 -1.5476 3.7908  -0.224
C 1.9221 1.7272 -2.0022  -0.428
C 3.0117 -2.1802 -2.3400  -0.181
C 2.1643 -1.7411 2.0555  -0.222
C -1.1533 3.0327 0.3671  -0.295
C 0.0640 -2.2787 2.7816  -0.218
C -2.7856 2.1136 -3.3999  -0.033
C 3.2003 -0.2527 -4.6773  -0.189
H 3.9396 -1.8138 -1.8965  0.027
H 2.6614 0.3482 -5.4117  0.015
H 3.5861 -1.1353 -5.1940  0.020
H -5.6903 -1.5331 -5.7387  0.085
H 0.7793 -2.3529 -4.6948  0.025
H -0.9249 -2.7131 2.8354  0.079
H 0.3109 0.4619 2.9337  0.054
H 2.0760 2.1694 -4.1052  0.083
H 2.4995 4.5590 -3.8266  0.092
H 2.2072 4.1303 0.4218  0.094
H -3.1963 1.8099 -4.3529  0.108
H 4.0539 0.3310 -4.3278  0.026
H 2.7434 -0.6559 3.8932  0.076
H -0.0993 -0.8391 -4.4449  0.025
H -0.0422 6.0989 3.1134  0.096
H 0.8440 -3.0783 0.8533  0.059
H -2.0881 -3.2263 -4.1913  0.103
H 2.5642 5.5889 -1.5683  0.082
H -4.7722 -1.6632 -8.0258  0.100
H -2.5074 -2.5851 -8.4053  0.096
H -3.4113 4.1663 -3.5216  0.106
H -2.0335 0.1586 -2.9294  0.081
H 3.0612 -1.6892 1.4528  0.075
H -0.8023 6.5614 1.6181  0.097
H -1.1583 -3.3609 -6.4761  0.099
H -2.4310 4.7265 -1.2836  0.104
H 0.7155 1.7691 3.9770  0.113
H 1.8395 1.7410 0.1502  0.067
H 3.2601 -3.0049 -3.0126  0.022
H 2.4123 -2.5946 -1.5230  0.007
H -0.0586 -2.0677 -3.1799  0.005
H 0.2839 -1.3029 4.7569  0.079


3.
The following is a quantum chemistry calculation of a molecular structure, C30H32Br2N10O3PPt, from the Open Molecules 2025 dataset.

Results
Net charge: +3
Relative energy (zero: lowest compared OMol25 entry of this formula, charge and spin) (kcal/mol): 15.65
Energy (eV): -205272.1633
Lowest unoccupied orbital energy (eV): -9.1
Maximum force (eV Å⁻¹): 0.8

Each line ends with the Löwdin charge.
CARTESIAN COORDINATES (ANGSTROEM)
Pt 0.6225 -1.2093 -0.5273  1.625
Br 6.7552 -2.6582 1.3947  0.959
Br 0.1487 -6.8065 2.9040  0.959
P -1.1208 0.6176 -2.9243  1.245
O -1.5130 2.9372 0.4709  0.085
O 0.6945 -0.8299 1.4559  -0.169
O -0.7883 1.6586 4.9531  0.176
N -0.1504 -1.5301 -4.5351  -0.089
N 0.0078 0.4533 3.2245  0.233
N 0.4286 -3.1222 0.1513  -0.057
N 2.5735 -1.7473 -0.3158  -0.055
N -0.3762 1.0994 1.0099  0.158
N 0.6204 2.6421 -1.9661  -0.072
N 0.4755 -1.6889 -2.4610  -0.123
N 1.0573 0.6566 -1.1822  -0.117
N -3.2390 0.1295 -1.0824  -0.071
N -1.3649 -0.8560 -0.5753  -0.115
C 4.9245 -1.4006 -0.3538  -0.043
C 0.2093 3.7916 2.9350  -0.137
C 0.2363 1.3623 -1.9608  -0.439
C 2.7258 -2.7024 0.6399  -0.177
C -3.4542 -0.5769 0.0685  0.013
C -0.7785 -1.0542 -5.7797  0.028
C 3.9617 -2.9939 1.1636  -0.006
C 0.9860 -2.7719 -3.1253  -0.059
C 1.9839 1.5212 -0.6629  -0.098
C -2.2609 3.4060 3.2254  -0.165
C 1.4388 -4.5831 1.7382  -0.007
C 3.6564 -1.1391 -0.8204  -0.079
C -0.0654 3.7546 -2.6378  0.030
C 0.5940 -2.6705 -4.4270  0.009
C -0.7839 -5.0109 0.9315  -0.044
C -0.9894 2.2839 1.3559  -0.407
C -0.9406 2.7453 2.8034  -0.298
C -3.4787 2.5118 3.0331  -0.064
C 0.2705 -5.3476 1.7762  -0.649
C -1.9630 -0.0441 -1.4481  -0.426
C -0.6153 1.6127 3.7732  -0.366
C -4.2513 0.9494 -1.7618  0.036
C -2.2822 -1.1906 0.3865  -0.084
C 5.0840 -2.3147 0.6843  -0.649
C 1.6302 3.2497 2.8499  -0.063
C 1.4949 -3.4862 0.9140  -0.178
C 1.7139 2.7609 -1.1540  0.012
C -0.6709 -3.8891 0.1425  -0.078
C -0.2157 -0.9405 -3.3314  -0.402
C 0.0928 0.2886 1.8928  -0.479
H -0.4439 -0.0435 -5.9979  0.102
H -1.1113 3.7536 -2.3408  0.096
H -3.7566 1.7252 -2.3387  0.084
H -4.8639 0.3238 -2.4066  0.112
H -4.3817 3.0234 3.3617  0.090
H 2.3411 4.0753 2.8415  0.090
H -2.0416 -1.7809 1.2534  0.129
H 1.7935 2.6637 1.9410  0.047
H 2.2902 -4.8697 2.3381  0.126
H -2.3647 4.3330 2.6618  0.131
H -2.1649 3.6719 4.2780  0.130
H 0.0443 3.6684 -3.7163  0.106
H -3.6154 2.2425 1.9830  0.057
H 1.5863 -3.5225 -2.6414  0.125
H -1.4657 -3.5924 -0.5279  0.128
H 0.3263 -0.2484 3.8786  0.176
H 1.8783 2.6267 3.7106  0.086
H -3.3974 1.5979 3.6273  0.082
H 3.4895 -0.4349 -1.6237  0.126
H 4.0748 -3.7536 1.9233  0.125
H 0.7844 -3.3112 -5.2713  0.151
H 5.7751 -0.8983 -0.7925  0.132
H 2.7368 1.2327 0.0493  0.124
H -4.8692 1.4221 -1.0036  0.113
H -4.4059 -0.5724 0.5726  0.153
H -1.8608 -1.0873 -5.6840  0.106
H 2.2008 3.7065 -0.9862  0.152
H -0.4687 -1.7134 -6.5844  0.109
H -1.6804 -5.6132 0.8904  0.131
H 0.0290 4.5433 2.1642  0.129
H 0.3928 4.6795 -2.3021  0.111
H 0.0644 4.2851 3.8971  0.137


For reference, HOMO energy by record: -1.48 -4.64 -16.58 eV.